15
Properties=species:S:1:pos:R:3 method="wB97M-V/def2-TZVPD" homo_lumo_gap_ev=9.767 smiles="ONC1=N[C@@H]2C[C@@H]2N1" largest_force_ev_per_a=2.80
O -1.372 -1.842 -1.903
N -0.847 -2.069 -0.566
C -0.232 -0.928 -0.053
N -0.286 -0.679 1.205
C 0.607 0.430 1.415
C 0.061 1.700 0.782
C 1.032 0.903 0.028
N 0.496 -0.140 -0.856
H -1.551 -0.838 -1.827
H -1.668 -2.207 0.051
H 1.313 0.474 2.291
H 0.310 2.767 0.858
H -0.963 1.573 0.415
H 2.007 1.395 -0.232
H 1.091 -0.538 -1.607



58
Properties=species:S:1:pos:R:3 method="wB97M-V/def2-TZVPD" homo_lumo_gap_ev=8.614 smiles="C=CC[PH](O)(CCCC(=O)OCC)OC#N.CN(C)C=O.CN(C)C=O" largest_force_ev_per_a=6.10
C -3.681 0.650 -2.310
C -2.697 0.712 -3.368
C -1.117 0.666 -3.139
P -0.382 -1.067 -2.972
O -1.540 -1.585 -1.793
C 0.958 -1.273 -1.608
C 1.624 -2.733 -1.591
C 0.619 -3.902 -1.101
C 0.221 -3.823 0.445
O 0.191 -4.926 1.082
O -0.148 -2.645 1.159
C 0.830 -2.355 2.198
C 1.719 -1.041 1.827
O 0.929 -0.676 -4.091
C 1.110 -1.763 -4.995
N 1.679 -2.676 -5.562
H -4.473 -0.169 -2.417
H -3.623 1.346 -1.400
H -3.079 0.849 -4.450
H -0.628 1.141 -4.076
H -0.824 1.367 -2.263
H -0.783 -2.154 -3.846
H -2.213 -2.177 -2.218
H 1.793 -0.530 -1.906
H 0.509 -0.946 -0.611
H 2.486 -2.691 -0.816
H 2.082 -3.052 -2.600
H -0.322 -4.000 -1.763
H 1.199 -4.893 -1.250
H 1.573 -3.216 2.376
H 0.351 -2.138 3.230
H 1.022 -0.245 1.368
H 2.586 -1.298 1.105
H 2.130 -0.592 2.797
C -3.788 1.919 4.036
N -3.926 1.607 2.628
C -3.312 0.397 2.113
C -4.615 2.414 1.772
O -4.766 2.208 0.581
H -2.726 2.015 4.277
H -4.224 1.107 4.625
H -4.297 2.852 4.282
H -2.597 0.663 1.331
H -4.086 -0.239 1.677
H -2.800 -0.142 2.910
H -5.040 3.304 2.263
C 4.770 3.781 1.365
N 3.761 2.769 1.124
C 3.593 2.251 -0.220
C 2.966 2.288 2.122
O 2.102 1.439 1.984
H 4.549 4.657 0.750
H 5.749 3.380 1.091
H 4.785 4.076 2.416
H 2.569 2.442 -0.551
H 3.763 1.172 -0.212
H 4.295 2.728 -0.905
H 3.175 2.746 3.102



23
Properties=species:S:1:pos:R:3 method="wB97M-V/def2-TZVPD" homo_lumo_gap_ev=8.144 smiles="CCCn1cccc1C(N)=S" largest_force_ev_per_a=5.29
C 0.334 2.913 1.120
C -0.788 2.480 0.126
C -1.108 1.034 0.471
N -0.127 0.090 -0.033
C -0.153 -0.359 -1.378
C 0.905 -1.166 -1.554
C 1.573 -1.322 -0.278
C 0.961 -0.579 0.646
C 1.580 -0.558 1.997
N 2.913 -0.642 2.311
S 0.510 -0.082 3.267
H -0.128 3.178 2.116
H 0.860 3.808 0.762
H 1.068 2.134 1.009
H -0.430 2.534 -0.844
H -1.649 3.088 0.228
H -2.006 0.702 0.083
H -1.230 0.882 1.522
H -0.806 -0.125 -2.153
H 1.096 -1.708 -2.462
H 2.376 -2.077 -0.062
H 3.053 -0.582 3.315
H 3.368 -1.470 1.964



20
Properties=species:S:1:pos:R:3 method="wB97M-V/def2-TZVPD" charge=+1 homo_lumo_gap_ev="7.244 / 7.245" largest_force_ev_per_a=5.45
C 0.280 0.415 -0.611
C 3.547 -0.019 -0.362
C -4.103 -0.465 -0.483
C 1.303 0.855 0.157
C 2.330 -0.013 0.650
N -3.234 0.396 0.230
P -1.761 0.064 0.748
H 0.161 -0.692 -0.747
H 3.196 -0.319 -1.288
H 4.320 -0.496 0.074
H 4.041 1.047 -0.608
H -4.682 0.028 -1.323
H -4.805 -0.847 0.319
H -3.497 -1.288 -0.872
H 1.251 1.920 0.505
H -0.011 0.961 -1.524
H 2.857 0.176 1.672
H 2.024 -1.106 0.701
H -1.664 0.758 1.913
H -1.551 -1.376 0.848



65
Properties=species:S:1:pos:R:3 method="wB97M-V/def2-TZVPD" charge=+3 homo_lumo_gap_ev="6.559 / 7.112" largest_force_ev_per_a=0.36 s_squared=0.7655 spin_multiplicity=2
Cr -0.495 -0.703 0.026
C -3.414 0.197 0.113
C -3.478 -1.119 -0.610
O -2.148 -1.328 -1.146
C -2.027 -2.601 -1.840
C -0.560 -2.956 -1.818
O -0.070 -2.618 -0.495
C -0.121 -3.662 0.522
C -1.151 -3.245 1.552
O -1.049 -1.806 1.698
C -2.025 -1.264 2.629
C -2.124 0.191 2.253
O -2.137 0.241 0.804
H -4.225 0.309 0.831
H -3.436 1.043 -0.572
H -4.205 -1.104 -1.422
H -3.709 -1.947 0.065
H -2.421 -2.507 -2.851
H -2.617 -3.341 -1.293
H 0.035 -2.373 -2.517
H -0.385 -4.010 -2.023
H 0.876 -3.752 0.942
H -0.402 -4.603 0.053
H -0.956 -3.718 2.515
H -2.169 -3.482 1.237
H -1.679 -1.416 3.651
H -2.971 -1.791 2.485
H -1.238 0.747 2.557
H -3.009 0.680 2.657
O 0.125 0.088 -1.812
S 1.721 -1.126 1.141
C 2.962 -1.358 -0.197
C 4.296 -1.032 0.470
C 4.075 0.193 1.350
C 2.836 -0.084 2.192
H 2.734 -0.682 -1.021
H 2.894 -2.388 -0.541
H 5.056 -0.859 -0.292
H 4.622 -1.882 1.072
H 3.944 1.089 0.740
H 4.922 0.380 2.009
H 2.316 0.791 2.572
H 3.060 -0.741 3.031
C 1.482 1.809 -0.035
N 1.808 2.978 -0.793
C 1.060 4.132 -0.289
N -0.379 3.867 -0.392
C -0.723 2.720 0.414
N -0.001 1.468 -0.096
C -0.407 1.405 -1.518
N 0.022 2.464 -2.335
C 1.468 2.728 -2.195
C -0.724 3.646 -1.801
H 1.715 1.967 1.017
H 2.039 0.963 -0.419
H 1.316 5.016 -0.870
H 1.333 4.319 0.750
H -1.793 2.537 0.363
H -0.420 2.880 1.448
H -1.498 1.353 -1.576
H -0.064 -0.173 -2.727
H 1.719 3.596 -2.800
H 2.040 1.879 -2.567
H -1.795 3.474 -1.912
H -0.452 4.520 -2.388



49
Properties=species:S:1:pos:R:3 method="wB97M-V/def2-TZVPD" homo_lumo_gap_ev=9.011 largest_force_ev_per_a=19.16
C -6.121 -0.927 -0.416
C -4.588 -0.549 -0.858
C -3.567 -1.320 -0.144
C -2.218 -1.157 -0.527
H -2.156 -1.377 -1.740
H -1.700 -1.987 -0.007
C -1.838 0.120 0.109
C -1.679 0.396 1.352
C -2.817 1.269 1.971
H -2.671 2.208 1.655
H -2.719 1.502 3.166
H -3.852 0.936 1.738
H -0.676 0.637 1.634
H -1.672 -0.527 1.968
C -0.407 0.536 -0.853
C 0.621 -0.503 -0.271
H 0.475 -1.589 -0.804
H 0.724 -0.683 0.760
C 2.177 0.040 -0.977
C 2.682 1.105 0.018
H 2.015 1.925 -0.284
H 2.623 0.854 1.104
C 4.122 1.548 -0.510
C 4.329 2.964 -0.112
H 3.687 3.715 -1.068
H 5.483 3.207 -0.605
H 4.305 2.934 0.776
C 5.228 0.744 0.095
H 5.077 0.707 1.313
H 5.069 -0.516 0.011
H 6.193 0.966 -0.281
H 4.164 1.242 -1.773
H 2.036 0.274 -1.946
O 2.905 -1.348 -0.989
S 3.051 -2.186 0.312
O 4.353 -2.618 0.202
O 2.820 -1.424 1.338
O 1.920 -3.177 0.352
H 2.272 -3.907 -0.360
H -0.649 0.718 -1.713
H 0.003 1.467 -0.241
H -2.583 1.083 -0.183
H -3.953 -1.330 0.989
H -3.989 -2.598 -0.323
H -4.691 0.572 -0.674
H -4.436 -0.711 -1.944
H -6.801 -0.408 -0.990
H -6.213 -0.959 0.606
H -6.337 -1.872 -0.871



95
Properties=species:S:1:pos:R:3 method="wB97M-V/def2-TZVPD" homo_lumo_gap_ev="6.837 / 7.187" largest_force_ev_per_a=0.79 s_squared=0.9972 spin_multiplicity=2
Re -0.109 0.445 0.029
N -1.669 1.991 -1.514
C -2.964 2.677 -1.395
C -3.157 3.266 -0.005
N -2.801 2.250 0.958
C -2.462 2.643 2.306
C -0.969 2.953 2.460
N -0.059 1.905 1.931
H -0.940 2.686 -1.565
H -1.637 1.501 -2.400
H -3.749 1.949 -1.586
H -3.072 3.464 -2.148
H -4.189 3.632 0.101
H -2.509 4.127 0.131
H -3.479 1.500 0.943
H -2.735 1.831 2.973
H -3.016 3.530 2.647
H -0.763 3.128 3.521
H -0.738 3.886 1.950
H 0.022 1.164 2.621
H 0.875 2.293 1.826
C 2.991 4.240 -0.446
Si 1.485 3.508 -1.302
C 0.062 4.502 -0.574
C 1.455 3.945 -3.142
N 1.321 1.784 -0.973
C 2.532 1.140 -1.186
C 3.576 1.605 -2.011
C 4.806 0.984 -2.052
C 5.032 -0.135 -1.262
C 3.993 -0.656 -0.516
C 2.716 -0.074 -0.513
N 1.554 -0.641 0.079
Si 1.900 -2.368 0.534
C 3.183 -2.360 1.938
C 2.593 -3.286 -0.951
C 0.467 -3.376 1.161
H 3.191 5.241 -0.841
H 3.897 3.647 -0.546
H 2.776 4.351 0.621
H -0.680 4.813 -1.313
H 0.473 5.408 -0.125
H -0.440 3.938 0.203
H 0.944 4.899 -3.290
H 0.919 3.185 -3.718
H 2.448 4.042 -3.583
H 3.417 2.468 -2.636
H 5.585 1.373 -2.695
H 5.999 -0.620 -1.246
H 4.195 -1.547 0.051
H 4.110 -2.844 1.619
H 2.812 -2.919 2.798
H 3.438 -1.355 2.276
H 3.064 -2.640 -1.691
H 1.792 -3.839 -1.436
H 3.340 -4.012 -0.618
H 0.660 -3.701 2.184
H 0.348 -4.263 0.539
H -0.472 -2.838 1.135
C -0.213 -0.518 -3.349
Si -1.065 -1.029 -1.723
C -2.956 -0.757 -1.879
C -1.083 -2.940 -1.833
C -0.402 -3.622 -2.843
C -0.545 -4.993 -3.032
C -1.386 -5.723 -2.210
C -2.093 -5.069 -1.208
C -1.945 -3.702 -1.036
H -0.800 -0.805 -4.227
H 0.764 -1.002 -3.423
H -0.005 0.552 -3.394
H -3.231 -0.564 -2.920
H -3.344 0.051 -1.261
H -3.478 -1.665 -1.579
H 0.264 -3.082 -3.504
H 0.003 -5.487 -3.825
H -1.501 -6.790 -2.352
H -2.762 -5.625 -0.563
H -2.521 -3.222 -0.252
C -2.316 0.029 4.378
Si -1.318 -1.105 3.236
C -2.075 -2.797 3.561
C 0.423 -1.014 3.943
C -1.501 -0.591 1.426
H -2.327 -0.398 5.384
H -3.355 0.116 4.050
H -1.901 1.037 4.471
H -2.140 -2.976 4.638
H -1.526 -3.623 3.114
H -3.094 -2.821 3.164
H 0.459 -1.510 4.917
H 0.762 0.015 4.104
H 1.151 -1.494 3.298
H -2.003 -1.446 0.955
H -2.304 0.145 1.518



112
Properties=species:S:1:pos:R:3 method="wB97M-V/def2-TZVPD" homo_lumo_gap_ev=10.594 smiles="CCOC(C)=O.CCOC(C)=O.CCOC(C)=O.CCOC(C)=O.CCOC(C)=O.CCOC(C)=O.CCOC(C)=O.CCOC(C)=O" largest_force_ev_per_a=1.94
C 5.121 0.996 3.483
C 3.912 1.296 4.327
O 2.894 2.021 3.590
C 2.131 1.327 2.751
C 1.155 2.172 1.993
O 2.281 0.143 2.559
H 5.698 1.829 3.070
H 4.856 0.384 2.622
H 5.885 0.517 4.101
H 3.480 0.410 4.789
H 4.098 2.026 5.117
H 0.400 1.481 1.620
H 1.682 2.524 1.104
H 0.713 2.985 2.557
C 3.908 -4.131 3.637
C 2.729 -5.020 3.301
O 1.533 -4.625 3.952
C 1.235 -5.158 5.133
C -0.002 -4.555 5.740
O 1.858 -6.024 5.685
H 4.779 -4.306 3.010
H 4.210 -4.108 4.684
H 3.628 -3.090 3.428
H 2.562 -5.075 2.226
H 3.000 -6.050 3.547
H 0.222 -3.493 5.911
H -0.207 -4.861 6.760
H -0.802 -4.616 5.005
C 0.413 1.476 -2.900
C -0.302 1.748 -4.199
O 0.183 0.903 -5.254
C -0.424 -0.287 -5.391
C 0.235 -1.147 -6.404
O -1.444 -0.579 -4.823
H 0.284 0.427 -2.616
H 0.027 2.128 -2.115
H 1.499 1.586 -2.909
H -1.381 1.713 -4.070
H -0.039 2.741 -4.568
H 1.300 -1.334 -6.238
H 0.285 -0.662 -7.384
H -0.259 -2.103 -6.550
C 3.572 -1.765 0.252
C 2.982 -1.095 -0.966
O 1.724 -1.603 -1.402
C 1.710 -2.729 -2.095
C 0.382 -3.249 -2.574
O 2.724 -3.291 -2.456
H 4.210 -2.620 0.030
H 2.787 -1.989 0.973
H 4.220 -1.031 0.735
H 2.712 -0.099 -0.606
H 3.725 -0.950 -1.748
H -0.480 -2.711 -2.182
H 0.279 -4.302 -2.306
H 0.412 -3.273 -3.662
C 2.470 -6.960 -3.596
C 2.772 -7.105 -2.109
O 1.604 -6.587 -1.448
C 1.519 -6.716 -0.118
C 0.246 -6.120 0.452
O 2.378 -7.188 0.574
H 1.545 -7.492 -3.815
H 3.256 -7.348 -4.240
H 2.384 -5.877 -3.697
H 2.901 -8.132 -1.764
H 3.672 -6.530 -1.889
H -0.207 -6.984 0.946
H -0.504 -5.846 -0.288
H 0.487 -5.285 1.101
C 5.940 -3.990 -4.494
C 5.484 -4.472 -5.845
O 5.486 -5.903 -5.818
C 5.450 -6.546 -6.997
C 5.462 -8.021 -6.784
O 5.321 -6.002 -8.050
H 6.758 -4.587 -4.093
H 5.110 -4.107 -3.784
H 6.137 -2.931 -4.323
H 4.464 -4.139 -6.053
H 6.129 -4.167 -6.672
H 4.563 -8.535 -7.107
H 5.787 -8.214 -5.760
H 6.276 -8.513 -7.327
C 5.896 -5.441 0.305
C 7.333 -5.690 0.779
O 8.021 -6.649 -0.034
C 8.443 -6.220 -1.213
C 9.334 -7.185 -1.953
O 8.176 -5.158 -1.720
H 6.032 -4.943 -0.655
H 5.379 -4.808 1.022
H 5.328 -6.360 0.177
H 7.913 -4.771 0.865
H 7.338 -6.125 1.779
H 10.290 -7.310 -1.441
H 9.604 -6.777 -2.921
H 8.798 -8.129 -2.055
C 0.279 -2.567 2.198
C -0.627 -1.565 1.502
O -1.482 -2.148 0.540
C -2.503 -2.914 0.880
C -3.282 -3.477 -0.290
O -2.817 -3.150 2.025
H 1.026 -3.072 1.580
H -0.209 -3.385 2.726
H 0.845 -2.107 3.011
H -1.208 -1.134 2.324
H -0.090 -0.754 1.022
H -3.908 -2.710 -0.739
H -3.875 -4.331 0.024
H -2.571 -3.878 -1.017



39
Properties=species:S:1:pos:R:3 method="wB97M-V/def2-TZVPD" homo_lumo_gap_ev=8.870 smiles="O=C(NCc1nnc(SC/C=C/c2ccccc2)o1)c1ccco1" largest_force_ev_per_a=1.72
O -5.010 -1.752 -0.037
C -4.586 -0.722 0.448
N -3.420 -0.656 1.147
C -2.541 -1.790 1.230
C -1.286 -1.584 0.457
N -0.235 -2.331 0.441
N 0.651 -1.768 -0.407
C 0.090 -0.693 -0.867
S 0.722 0.450 -1.985
C 2.320 -0.392 -2.381
C 3.250 -0.378 -1.229
C 4.308 0.429 -1.153
C 5.271 0.497 -0.064
C 6.341 1.389 -0.168
C 7.284 1.490 0.836
C 7.179 0.700 1.969
C 6.122 -0.189 2.087
C 5.178 -0.291 1.085
O -1.150 -0.505 -0.359
C -5.303 0.556 0.360
C -6.505 0.844 -0.234
C -6.723 2.223 -0.033
C -5.643 2.675 0.664
O -4.779 1.681 0.908
H -3.082 0.244 1.449
H -3.090 -2.642 0.810
H -2.282 -2.022 2.269
H 2.051 -1.406 -2.670
H 2.704 0.166 -3.234
H 2.992 -1.066 -0.439
H 4.507 1.105 -1.977
H 6.429 2.008 -1.050
H 8.105 2.185 0.736
H 7.916 0.775 2.755
H 6.036 -0.807 2.969
H 4.362 -0.989 1.195
H -7.135 0.145 -0.742
H -7.563 2.799 -0.361
H -5.385 3.649 1.031



13
Properties=species:S:1:pos:R:3 method="wB97M-V/def2-TZVPD" homo_lumo_gap_ev=8.486 smiles=COc1ocnc1S largest_force_ev_per_a=4.20
C -2.585 -1.238 0.058
O -1.112 -1.154 -0.018
C -0.598 0.034 0.136
O -1.277 1.223 -0.095
C -0.168 2.086 -0.078
N 0.958 1.562 0.045
C 0.782 0.164 0.076
S 2.217 -0.921 0.017
H -2.940 -1.137 1.204
H -2.726 -2.371 -0.488
H -2.910 -0.467 -0.773
H -0.498 3.048 0.016
H 1.425 -2.094 -0.777